Density functional theory data (ωB97M-V with the def2-TZVPD basis set) for 6 unconnected molecules or ions with the total composition C34H28BClO14.

Lowest unoccupied orbital energy in Eh: -0.06351
Gap between HOMO and LUMO in eV: 8.4
Net charge: 0
SMILES string: CCOB(O)C(=O)OCCl.O=C1C=CC(=O)C=C1.O=C1C=CC(=O)C=C1.O=C1C=CC(=O)C=C1.O=C1C=CC(=O)C=C1.O=C1C=CC(=O)C=C1
E_tot in eV: -77571.6377

Atoms and positions in Å:
Cl  -4.887564  -0.871210  1.866128
O  -0.024198  0.988139  -4.374101
O  -3.500191  -2.177587  0.035061
O  -0.097216  3.356441  -9.106655
O  -6.045021  -1.202434  -6.046412
O  -6.759626  -3.196123  -1.191626
O  3.666620  1.264959  -4.223150
O  -0.642235  -2.229259  7.814175
O  0.014141  -0.947007  0.540018
O  -2.051207  0.286704  0.661510
O  -1.636693  -2.940111  -0.928220
O  3.694516  -1.071064  0.526279
O  3.019668  1.570742  7.371498
O  5.367022  4.936396  2.551956
O  1.696699  1.165577  3.091262
C  -7.494792  -2.286283  -4.540437
C  1.117737  2.339740  -5.928769
C  4.840318  0.842872  -2.229635
C  3.002440  2.819983  4.139171
C  4.850825  0.251372  -1.038341
C  0.197594  -1.362203  7.713883
C  -3.856534  -2.238085  1.382200
C  0.812348  -1.030877  6.402976
C  4.523816  4.076598  2.678547
C  0.526615  -1.511611  1.773269
C  -0.036451  1.532661  -5.460349
C  1.570704  0.368767  8.788188
C  -6.592895  -2.738741  -2.302040
C  3.668867  0.719041  -3.138284
C  0.964695  -2.941611  1.586835
C  2.181387  0.698443  7.475771
C  -0.077464  2.815352  -8.022872
C  -5.305684  -2.109944  -2.694624
C  -1.230626  2.004882  -7.548625
C  -5.130211  -1.610140  -3.914535
C  4.045516  3.291947  1.508505
C  2.536025  2.036709  2.971200
C  1.731546  -0.076980  6.291763
C  1.094295  2.934363  -7.118694
C  3.123503  2.343739  1.644348
C  0.651602  -0.586008  8.898292
C  2.512843  -0.085339  -2.674544
C  2.528534  -0.679244  -1.483554
C  -7.673901  -2.787403  -3.321869
C  3.690040  -0.553123  -0.572056
C  -1.211008  1.409652  -6.359993
C  3.928180  3.765394  4.004899
C  -6.206328  -1.657655  -4.934111
C  -2.127370  -2.133250  -0.205912
B  -1.335096  -0.846392  0.420481
H  -4.540212  -2.088418  -1.931918
H  -2.072005  1.934263  -8.226193
H  2.754003  1.753405  0.815027
H  1.917992  0.949291  9.633380
H  0.466668  -1.610328  5.556158
H  -2.035402  0.813631  -5.989518
H  -2.356411  0.474950  1.552438
H  1.668864  -0.146049  -3.349139
H  -4.422469  -3.144803  1.567529
H  -8.600848  -3.250930  -3.008683
H  1.590220  -3.251273  2.423946
H  5.687267  0.322537  -0.353993
H  1.919550  3.528677  -7.490080
H  1.555858  -3.032025  0.676727
H  5.667873  1.435854  -2.598398
H  0.120270  -3.627668  1.507731
H  2.183548  0.183399  5.343760
H  4.493463  3.542728  0.555059
H  1.341956  -0.859443  2.067272
H  -4.202384  -1.147162  -4.226520
H  2.561546  2.570496  5.095194
H  1.961785  2.402157  -5.254518
H  1.693144  -1.258663  -1.111355
H  4.292967  4.348337  4.840814
H  -8.263410  -2.307447  -5.302641
H  -0.234394  -1.434253  2.561598
H  -2.973375  -2.204330  2.026499
H  0.188146  -0.847721  9.841016

Forces on the atoms, in the same order (eV/Å):
-0.1 0.1 0.0
-0.1 0.0 0.0
-0.1 -0.5 0.0
0.0 0.0 0.0
0.0 0.0 0.0
0.0 0.0 0.0
0.1 0.0 0.1
0.0 0.0 0.0
-0.3 -0.1 0.3
0.0 -0.3 0.1
0.0 -0.1 -0.3
0.0 0.0 0.0
-0.1 0.0 0.0
0.0 0.0 0.0
0.0 0.0 0.1
0.0 0.0 0.0
-0.1 0.0 0.0
0.0 0.0 0.0
0.0 0.0 0.0
0.0 0.0 0.0
0.0 0.0 0.0
0.2 0.1 0.0
0.0 0.0 0.0
0.0 0.0 0.0
0.1 0.2 0.0
0.0 0.0 0.0
0.0 0.0 0.0
0.0 0.0 0.0
0.0 0.0 0.0
0.0 -0.1 -0.1
0.0 0.0 0.0
0.0 0.0 0.0
0.0 0.0 0.0
0.0 0.0 0.0
0.0 0.0 0.0
0.0 0.0 0.0
0.0 0.0 -0.1
0.0 0.0 0.0
0.0 0.0 0.0
0.0 0.0 0.0
0.0 0.0 0.0
0.1 0.0 0.0
0.0 -0.1 0.0
0.0 0.0 0.0
0.0 0.0 0.0
0.0 0.0 0.0
0.0 0.0 0.0
0.0 0.0 0.0
0.0 0.5 0.2
0.2 0.0 -0.2
0.0 0.0 0.0
0.0 0.0 0.0
0.0 0.0 0.0
0.0 0.0 0.0
0.0 0.0 0.0
0.0 0.0 0.0
-0.1 0.2 0.0
0.0 0.0 0.0
0.0 0.0 0.0
0.0 0.0 0.0
0.0 0.0 0.1
0.0 0.0 0.0
0.0 0.0 0.0
0.1 0.0 0.0
0.0 0.0 0.0
0.0 0.0 0.0
0.0 0.0 0.0
0.0 0.0 0.0
0.1 -0.1 0.0
0.0 0.0 0.0
0.0 0.0 0.0
0.0 0.0 0.0
0.0 0.0 0.0
0.0 0.0 0.0
0.0 0.0 0.0
0.0 0.0 0.0
0.0 -0.1 0.0
0.0 0.0 0.0